# 1
Computed, not measured: 2 unconnected molecules or ions with the total composition C30H29N2O at a distorted geometry, with ωB97M-V with the def2-TZVPD basis set.

LUMO energy = -5.3 eV
E_tot = -1345.0056 hartree
charge = +1
energy above the lowest of the compared OMol25 structures with the same formula, charge and spin = 331.4 kJ/mol
orbital gap = 3.20 eV

Geometry (Å):
C -2.154 2.919 1.960
O -0.952 2.173 2.227
C -0.836 0.899 2.601
C -2.015 0.068 2.879
C -2.252 -1.090 2.116
C -3.465 -1.765 2.229
C -4.367 -1.405 3.239
C -4.070 -0.339 4.100
C -2.917 0.417 3.909
C 0.488 0.480 2.909
N 0.934 -0.775 3.257
C 0.183 -1.946 3.632
C 2.325 -0.780 3.349
C 2.737 0.525 3.171
C 4.086 0.896 3.193
C 5.021 -0.137 3.359
C 4.608 -1.473 3.530
C 3.245 -1.809 3.553
N 1.599 1.293 2.943
C 1.606 2.733 2.885
H -2.046 3.866 2.491
H -2.182 3.116 0.889
H -3.071 2.407 2.280
H -1.473 -1.435 1.432
H -3.701 -2.584 1.546
H -5.315 -1.950 3.346
H -4.744 -0.089 4.923
H -2.661 1.259 4.560
H 0.872 -2.617 4.154
H -0.642 -1.687 4.305
H -0.198 -2.470 2.751
H 4.373 1.938 3.074
H 6.088 0.084 3.360
H 5.364 -2.252 3.649
H 2.895 -2.830 3.700
H 2.627 3.038 3.123
H 1.345 3.078 1.875
H 0.919 3.162 3.634
C -2.021 0.480 -0.525
C -3.423 0.741 -0.649
C -4.307 -0.373 -0.643
C -5.679 -0.218 -0.624
C -6.240 1.074 -0.627
C -5.399 2.197 -0.652
C -4.014 2.048 -0.668
C -0.960 1.250 -1.062
C 0.395 0.853 -0.810
C 1.448 1.565 -1.362
C 1.198 2.726 -2.117
C -0.123 3.120 -2.387
C -1.187 2.376 -1.903
H -1.758 -0.545 -0.236
H -3.864 -1.369 -0.653
H -6.323 -1.095 -0.612
H -7.324 1.204 -0.568
H -5.831 3.208 -0.649
H -3.394 2.949 -0.683
H 0.567 -0.035 -0.197
H 2.476 1.222 -1.205
H 2.035 3.322 -2.495
H -0.324 3.998 -3.002
H -2.206 2.636 -2.192

Löwdin atomic charge list, values in e, 4 entries: C -0.0080; O -0.1212; C -0.1889; C -0.2013

***

# 2
Computed, not measured: a molecular structure, C30H30BrGeN4O3Tl at a distorted geometry, with ωB97M-V with the def2-TZVPD basis set.

LUMO energy (alpha / beta) = 4.0 / 4.0 eV
E_tot = -6429.2379 hartree
charge = -2
energy above the lowest of the compared OMol25 structures with the same formula, charge and spin = 0.0 kJ/mol
orbital gap (alpha / beta) = 5.79 / 4.23 eV

Geometry (Å):
Tl 1.765 0.752 -0.881
O -2.843 3.258 1.783
C -1.915 3.196 2.799
C -2.097 3.972 3.961
C -1.144 4.017 4.991
C 0.138 3.568 4.676
C 0.333 2.760 3.522
C -0.712 2.513 2.636
C -0.440 1.482 1.463
O 0.861 1.278 1.196
N -1.194 2.000 0.291
N -0.523 2.287 -0.742
C -1.185 2.914 -1.733
C -0.525 3.302 -2.925
C -1.423 3.137 -4.000
C -1.020 3.457 -5.328
C 0.340 3.778 -5.525
C 1.227 3.794 -4.461
C 0.870 3.397 -3.112
O 1.707 3.176 -2.157
H -2.445 2.769 1.014
H -2.986 4.590 4.045
H -1.471 4.411 5.960
H 0.969 3.793 5.230
H 1.253 2.171 3.494
H -2.261 3.029 -1.624
H -2.466 2.771 -3.806
H -1.810 3.504 -6.066
H 0.706 3.973 -6.572
H 2.279 4.052 -4.663
Br -2.681 -2.478 -6.856
C -1.355 -2.371 -5.484
C -1.542 -1.331 -4.541
C -0.721 -1.370 -3.393
C 0.207 -2.426 -3.166
C 0.373 -3.411 -4.182
C -0.386 -3.352 -5.318
N 1.000 -2.317 -2.080
C 1.648 -3.382 -1.644
C 2.495 -3.480 -0.504
C 3.110 -4.689 -0.121
C 3.770 -4.806 1.067
C 4.077 -3.635 1.737
C 3.553 -2.428 1.257
N 2.820 -2.344 0.152
H -2.353 -0.636 -4.726
H -0.906 -0.601 -2.646
H 1.053 -4.198 -3.982
H -0.246 -3.985 -6.217
H 1.490 -4.418 -2.149
H 3.140 -5.528 -0.852
H 3.893 -5.858 1.424
H 4.673 -3.657 2.603
H 3.713 -1.484 1.783
C -2.230 -0.910 4.873
Ge -1.003 -0.939 3.270
C -0.876 -2.757 2.678
C 0.845 -0.664 3.937
C -1.346 0.182 1.686
H -2.459 -1.885 5.357
H -3.243 -0.454 4.663
H -1.792 -0.212 5.596
H -0.611 -3.361 3.554
H -0.076 -2.894 1.940
H -1.750 -3.127 2.235
H 0.824 0.171 4.678
H 1.440 -0.251 3.117
H 1.277 -1.595 4.236
H -2.481 0.314 1.743
H -1.330 -0.534 0.810

Löwdin atomic charge list, values in e, 4 entries: Tl 0.8848; O -0.0002; C -0.2683; C -0.0431

***

# 3
Computed, not measured: a molecular structure, C30H30CdN7O5P, with ωB97M-V with the def2-TZVPD basis set.

LUMO energy = -0.3 eV
E_tot = -2429.8543 hartree
energy above the lowest of the compared OMol25 structures with the same formula, charge and spin = 24.4 kJ/mol
orbital gap = 6.88 eV

Geometry (Å):
Cd -0.160 -1.249 0.662
O 0.816 1.623 4.459
C 0.729 0.829 3.382
O -0.298 0.575 2.836
C 2.076 0.305 2.964
C 3.195 0.547 3.744
C 4.410 0.047 3.324
C 4.456 -0.682 2.153
C 3.282 -0.870 1.437
N 2.111 -0.376 1.828
C 3.291 -1.609 0.113
O 4.195 -2.602 -0.011
O 2.594 -1.307 -0.800
H -0.086 1.899 4.668
H 3.100 1.113 4.660
H 5.313 0.228 3.893
H 5.403 -1.055 1.780
H 4.582 -2.825 0.842
N -2.931 -4.648 -0.122
C -2.152 -3.832 0.640
O -2.589 -2.766 1.069
C -0.741 -4.298 0.915
C 0.303 -3.355 0.284
H -3.834 -4.319 -0.416
H -2.555 -5.473 -0.547
H -0.622 -5.334 0.576
H -0.616 -4.282 1.997
H 0.379 -3.523 -0.793
H 1.280 -3.589 0.720
N -4.330 -1.321 4.261
C -3.082 -1.255 3.730
N -2.902 -0.387 2.729
N -2.171 -2.016 4.297
C -0.936 -2.141 3.840
N 0.164 -2.286 3.478
H -5.108 -0.955 3.744
H -4.506 -2.091 4.879
H -3.683 0.015 2.243
H -2.016 -0.317 2.261
N -1.211 0.436 -0.079
P -0.614 1.167 -1.292
C 0.649 2.471 -0.967
C 1.899 2.046 -0.503
C 2.881 2.963 -0.156
C 2.625 4.327 -0.263
C 1.389 4.761 -0.719
C 0.406 3.839 -1.070
C -1.875 2.078 -2.261
C -1.925 2.113 -3.653
C -2.932 2.822 -4.303
C -3.894 3.502 -3.570
C -3.856 3.469 -2.180
C -2.858 2.755 -1.531
C 0.212 0.161 -2.586
C 1.267 0.595 -3.386
C 1.808 -0.245 -4.352
C 1.294 -1.524 -4.532
C 0.234 -1.961 -3.748
C -0.303 -1.122 -2.781
H 2.093 0.981 -0.442
H 3.849 2.620 0.192
H 3.391 5.046 -0.001
H 1.187 5.821 -0.805
H -0.551 4.191 -1.436
H -1.176 1.588 -4.235
H -2.965 2.838 -5.387
H -4.675 4.054 -4.080
H -4.610 3.995 -1.606
H -2.830 2.697 -0.447
H 1.672 1.591 -3.252
H 2.635 0.095 -4.964
H 1.724 -2.180 -5.281
H -0.168 -2.958 -3.889
H -1.128 -1.449 -2.157

Löwdin atomic charge list, values in e, 4 entries: Cd 1.3526; O 0.1259; C -0.4679; O 0.0425

***

# 4
Computed, not measured: a molecular structure, C30H30CsN2O6P3S, with ωB97M-V with the def2-TZVPD basis set.

LUMO energy = 4.0 eV
E_tot = -3164.8551 hartree
charge = -2
energy above the lowest of the compared OMol25 structures with the same formula, charge and spin = 46.7 kJ/mol
orbital gap = 5.64 eV

Geometry (Å):
Cs -1.756 0.583 -0.661
C 1.104 -1.095 4.354
C -0.144 -0.795 3.839
C -0.290 0.290 2.977
C 0.801 1.059 2.595
C 2.061 0.729 3.108
C 2.210 -0.325 3.991
P 0.535 2.385 1.339
C 1.095 3.897 2.241
C 1.241 5.064 1.482
C 1.595 6.265 2.072
C 1.798 6.334 3.448
C 1.641 5.191 4.215
C 1.293 3.983 3.615
C 1.953 2.053 0.222
C 3.228 2.571 0.485
C 4.308 2.212 -0.304
C 4.100 1.322 -1.352
C 2.823 0.835 -1.600
C 1.677 1.182 -0.850
H 1.226 -1.941 5.020
H -1.014 -1.402 4.060
H -1.275 0.489 2.575
H 2.932 1.290 2.789
H 3.193 -0.570 4.376
H 1.084 5.015 0.410
H 1.710 7.152 1.460
H 2.073 7.272 3.914
H 1.793 5.232 5.287
H 1.180 3.096 4.226
H 3.386 3.260 1.310
H 5.295 2.616 -0.103
H 4.934 1.025 -1.983
H 2.708 0.162 -2.449
N -1.612 -0.406 -5.561
C -2.258 0.350 -4.411
C -3.287 1.309 -5.031
P -0.845 1.436 -3.826
O 0.172 0.372 -3.190
O -0.309 1.880 -5.162
O -1.346 2.383 -2.790
P -3.268 -0.984 -3.580
O -2.139 -2.003 -2.996
O -3.843 -1.669 -4.789
O -4.073 -0.403 -2.488
H -1.104 0.304 -6.109
H -2.359 -0.949 -6.011
H -0.930 -1.057 -5.169
H -2.798 2.029 -5.690
H -3.762 1.854 -4.217
H -4.057 0.757 -5.573
H 0.564 0.673 -2.296
H -2.145 -2.066 -2.027
C 0.779 -2.271 -1.474
C 0.070 -3.226 -0.551
C 0.546 -4.557 -0.420
C -0.101 -5.402 0.420
C -1.208 -4.954 1.176
C -1.863 -5.821 2.085
C -2.902 -5.322 2.819
C -3.307 -3.986 2.683
C -2.714 -3.080 1.808
S -3.261 -1.438 1.733
C -1.620 -3.609 1.007
N -0.975 -2.791 0.111
H 1.762 -2.662 -1.745
H 0.920 -1.296 -1.004
H 0.208 -2.104 -2.388
H 1.409 -4.878 -0.989
H 0.230 -6.430 0.537
H -1.526 -6.846 2.187
H -3.419 -5.965 3.525
H -4.125 -3.606 3.284

Löwdin atomic charge list, values in e, 4 entries: Cs 0.9773; C -0.0999; C -0.0812; C -0.1229

***

# 5
Computed, not measured: a molecular structure, C30H30F2HgN6O2PTi at a distorted geometry, with ωB97M-V with the def2-TZVPD basis set.

LUMO energy (alpha / beta) = -6.0 / -6.0 eV
E_tot = -3183.7810 hartree
charge = +2
spin multiplicity = 4
orbital gap (alpha / beta) = 3.83 / 7.22 eV

Geometry (Å):
Hg 1.807 2.938 1.490
Ti 0.757 -3.127 -2.122
O 1.013 1.130 0.327
P 0.249 -0.056 -0.191
O 0.849 -1.365 -0.569
F -0.669 0.377 -1.369
F -0.796 -0.414 0.946
N 0.541 -4.806 -0.376
C 0.448 -6.124 -0.596
C 0.006 -7.014 0.367
C -0.306 -6.508 1.622
C -0.187 -5.153 1.879
C 0.272 -4.343 0.850
H 0.794 -6.517 -1.544
H -0.037 -8.081 0.209
H -0.447 -7.183 2.458
H -0.437 -4.796 2.868
H 0.376 -3.273 0.976
N -4.482 2.325 -2.924
C -3.610 1.837 -2.031
C -4.016 1.250 -0.841
C -5.365 1.283 -0.496
C -6.270 1.955 -1.303
C -5.747 2.384 -2.539
H -2.556 1.981 -2.238
H -3.263 0.983 -0.109
H -5.589 0.930 0.505
H -7.299 2.116 -1.026
H -6.430 2.809 -3.267
N 0.955 4.473 0.116
C 0.643 5.722 0.506
C -0.024 6.607 -0.297
C -0.440 6.190 -1.561
C -0.173 4.902 -1.946
C 0.564 4.079 -1.115
H 0.962 6.129 1.459
H -0.265 7.584 0.097
H -0.887 6.910 -2.235
H -0.567 4.519 -2.879
H 0.847 3.067 -1.357
N 3.754 2.347 0.239
C 3.724 1.789 -0.983
C 4.859 1.437 -1.704
C 6.093 1.663 -1.133
C 6.168 2.272 0.112
C 5.000 2.527 0.768
H 2.740 1.677 -1.412
H 4.729 1.010 -2.687
H 6.983 1.417 -1.698
H 7.118 2.576 0.528
H 4.963 3.026 1.728
N -1.824 -3.659 -2.237
C -2.561 -4.763 -2.108
C -3.894 -4.726 -1.714
C -4.442 -3.497 -1.385
C -3.731 -2.347 -1.650
C -2.406 -2.469 -2.031
H -2.079 -5.689 -2.395
H -4.502 -5.613 -1.608
H -5.419 -3.515 -0.917
H -4.190 -1.386 -1.461
H -1.857 -1.553 -2.200
N 2.258 1.456 3.103
C 3.457 1.348 3.717
C 3.872 0.259 4.453
C 3.062 -0.844 4.568
C 1.766 -0.703 4.059
C 1.417 0.421 3.352
H 4.153 2.166 3.592
H 4.846 0.334 4.919
H 3.297 -1.749 5.108
H 1.048 -1.484 4.265
H 0.384 0.551 3.065

Löwdin atomic charge list, values in e, 4 entries: Hg 1.2312; Ti 0.6782; O -0.4044; P 0.2475

***

# 6
Computed, not measured: a molecular structure, C30H30MoN7O2 at a distorted geometry, with ωB97M-V with the def2-TZVPD basis set.

LUMO energy (alpha / beta) = -3.9 / -3.9 eV
E_tot = -1762.9929 hartree
charge = +1
energy above the lowest of the compared OMol25 structures with the same formula, charge and spin = 83.2 kJ/mol
spin multiplicity = 3
orbital gap (alpha / beta) = 6.25 / 6.77 eV

Geometry (Å):
Mo -0.084 -0.430 -0.638
C 0.551 -1.416 2.092
C 1.693 -0.644 2.311
C 2.437 -0.644 1.128
C 1.821 -1.475 0.130
C 0.650 -2.025 0.749
C 0.131 -3.415 0.500
C 2.672 -2.237 -0.857
C 3.731 0.053 0.925
C 2.081 0.035 3.590
C -0.276 -2.081 3.138
H 0.630 -4.137 1.152
H 0.308 -3.716 -0.532
H -0.945 -3.489 0.656
H 3.379 -2.895 -0.345
H 3.259 -1.574 -1.499
H 2.062 -2.865 -1.507
H 3.786 0.497 -0.072
H 4.551 -0.669 0.983
H 3.911 0.828 1.668
H 1.674 -0.499 4.449
H 1.734 1.068 3.654
H 3.165 0.055 3.710
H 0.414 -2.669 3.751
H -1.021 -2.747 2.713
H -0.786 -1.384 3.802
O -1.499 -1.720 -1.358
C -2.149 -1.444 -2.474
C -2.369 -2.487 -3.395
C -3.012 -2.271 -4.594
C -3.485 -0.997 -4.939
C -3.310 0.032 -4.042
C -2.633 -0.157 -2.827
C -2.601 0.921 -1.864
N -1.752 0.941 -0.898
N -2.117 1.797 0.151
C -1.629 1.287 1.243
O -0.849 0.246 1.226
C -1.977 1.900 2.547
C -1.209 1.623 3.669
C -1.519 2.200 4.891
C -2.608 3.054 4.993
C -3.382 3.331 3.873
C -3.071 2.758 2.651
H -2.036 -3.480 -3.117
H -3.163 -3.103 -5.270
H -3.998 -0.834 -5.875
H -3.698 1.019 -4.265
H -3.393 1.665 -1.860
H -0.366 0.955 3.574
H -0.915 1.983 5.763
H -2.857 3.503 5.946
H -4.235 3.992 3.955
H -3.670 2.965 1.776
N 1.706 -0.841 -4.549
C 0.848 -1.350 -3.674
N 0.813 -0.556 -2.612
C 1.698 0.441 -2.923
N 2.261 0.303 -4.095
C 1.907 1.524 -1.966
C 2.744 2.607 -2.190
N 2.865 3.578 -1.291
C 2.143 3.472 -0.184
C 1.302 2.393 0.060
N 1.196 1.410 -0.831
H 1.955 -1.194 -5.460
H 0.269 -2.247 -3.823
H 3.315 2.679 -3.106
H 2.230 4.270 0.543
H 0.721 2.304 0.968

Löwdin atomic charge list, values in e, 4 entries: Mo 1.7011; C -0.1705; C -0.2008; C -0.1770